# 1
One molecule with the formula C5H10N2, computed with ωB97M-V/def2-TZVPD.

Computed properties:
electronic energy = -8321.713 eV
E_HOMO (alpha / beta) = -7.29 / -6.36 eV
energy above the lowest of the compared OMol25 structures with the same formula, charge and spin = 129.6 kcal per mole
LUMO (alpha / beta) = 0.7 / 0.1 eV

The geometry in ORCA input format:
```
! RIJCOSX wB97M-V def2-TZVPD def2/J DEFGRID3
* xyz 0 1
C -3.0333 0.4587 -1.4803
C -1.9578 -0.2133 -0.9869
C -0.0219 -0.8633 0.3856
C -1.1865 0.0372 0.1258
C 1.2762 -0.1609 -0.1371
N 2.7966 0.2406 1.7988
N 2.0845 0.5983 0.5929
H -3.5773 0.2555 -2.3414
H -3.1560 1.5565 -1.4127
H -1.7018 -1.1504 -1.4305
H 0.0635 -1.1855 1.5008
H -0.0913 -1.8417 -0.2219
H -1.2900 1.0803 0.5917
H 1.2965 -0.1261 -1.2411
H 2.3143 -0.4878 2.3953
H 3.7797 0.3055 1.6639
H 2.4047 1.4965 0.1970
*
```


# 2
C5H10N2O as an isolated structure, computed with ωB97M-V/def2-TZVPD.

Computed properties:
electronic energy = -10367.456 eV
E_HOMO = -8.99 eV
energy above the lowest of the compared OMol25 structures with the same formula, charge and spin = 181.0 kcal per mole
LUMO = 0.4 eV

The geometry in ORCA input format:
```
! RIJCOSX wB97M-V def2-TZVPD def2/J DEFGRID3
* xyz 0 1
C -0.8653 0.5285 2.2442
C -0.3662 1.2463 0.8417
C -0.8915 0.1940 -1.2542
C 1.4926 -0.0796 -0.2333
C 1.3094 -1.8531 -1.6593
H -1.2730 1.4375 2.9376
H -0.0260 -0.0212 2.7218
H -1.6100 -0.6720 2.0861
H 0.5205 2.0816 1.0178
H -1.0626 1.9854 0.3388
H -1.9414 -0.4595 -0.4367
H -0.4611 -0.5830 -2.2821
H -1.0988 1.3998 -1.5140
H 2.0608 0.3330 0.5052
H 1.6616 -2.4511 -2.7137
N 0.1597 0.3211 -0.4054
N 2.1221 -0.9145 -0.9989
O 0.2694 -2.4934 -1.1957
*
```


# 3
A 2-piece molecular cluster, C5H10N2O overall, computed with ωB97M-V/def2-TZVPD.

Computed properties:
electronic energy = -10374.730 eV
SMILES string = CCc1cnc[nH]1.O
E_HOMO = -9.00 eV
energy above the lowest of the compared OMol25 structures with the same formula, charge and spin = 13.3 kcal per mole
LUMO = 0.7 eV

The geometry in ORCA input format:
```
! RIJCOSX wB97M-V def2-TZVPD def2/J DEFGRID3
* xyz 0 1
N -0.3057 1.2717 1.2574
C -1.0568 0.3562 1.8278
C 0.2333 0.5740 0.1549
C -0.4216 -0.6002 -0.0099
N -1.2667 -0.7152 1.0770
C 1.2129 -1.7459 -1.5598
C -0.2464 -1.6184 -1.0735
H -1.7291 0.7149 2.6072
H 1.0889 0.9478 -0.4077
H -1.9576 -1.4565 1.2169
H 1.2998 -2.6605 -2.1701
H 1.9400 -1.8046 -0.7324
H 1.4666 -0.8769 -2.1901
H -0.8771 -1.4312 -1.9638
H -0.5113 -2.6176 -0.6775
O 0.2454 4.2366 1.0285
H 0.9959 4.0892 0.4094
H -0.1104 3.3365 1.2057
*
```